Molecular formula: C7H11Br
Method: DFT, the ωB97M-V functional and the def2-TZVPD basis

```
19
Properties=species:S:1:pos:R:3:forces:R:3:mulliken_charge:R:1
C -1.05771 0.45332 2.48133 -0.615 -0.880 -0.381 -1.142
C -1.14725 -0.30429 1.19921 0.567 -0.931 -2.090 0.116
Br -2.61220 -1.70142 1.32805 0.968 0.718 -0.239 -0.258
C -0.45657 -0.28888 0.04062 -2.635 -1.838 0.515 0.087
C -0.36099 -1.21070 -1.19986 3.335 1.409 3.720 -0.985
C 0.56424 0.02407 -0.99137 -4.062 -1.121 0.903 1.394
C 0.39953 1.25155 -1.76846 -3.249 -0.221 -0.152 -1.398
C 1.78158 -0.24373 -0.37257 4.963 -1.198 2.122 -1.544
H -1.81068 0.03580 3.14824 0.766 -0.210 0.515 0.331
H -1.40738 1.42526 2.36156 -0.597 2.041 -0.563 0.341
H -0.05171 0.55597 2.84023 0.434 -0.452 0.495 0.277
H 0.10056 -2.18140 -1.06109 0.090 0.052 0.281 0.266
H -1.10998 -1.24437 -1.85219 -3.007 0.453 -2.728 0.401
H 0.96245 1.99059 -1.23819 0.351 0.968 -0.472 0.373
H -0.73717 1.43072 -1.62460 1.810 0.496 -0.750 0.295
H 0.57873 1.04238 -2.82523 0.439 0.669 0.114 0.352
H 2.57735 -0.27869 -1.13239 0.354 0.032 0.523 0.404
H 1.75689 -1.19866 0.18000 0.135 0.040 -0.562 0.391
H 2.03031 0.44248 0.48671 -0.044 -0.027 -1.252 0.297
```
Forces are in eV/Å.

Computed properties:
Multiplicity: 1
HOMO level, eV: -8.9
Orbital gap, eV: 9.73
Calculated total energy, Ha: -2847.2175
SMILES: C/C(Br)=C1/CC1(C)C
ΔE to the lowest compared entry with this formula, charge and spin, kcal/mol: 35.2

---

Molecular formula: C22H25NO6
Method: DFT, the ωB97M-V functional and the def2-TZVPD basis

```
54
Properties=species:S:1:pos:R:3:forces:R:3:mulliken_charge:R:1
C -5.22453 -1.37489 -1.23698 -0.100 -0.220 -0.105 -0.956
O -4.55670 -0.22421 -0.78339 0.292 0.328 0.111 -0.479
C -3.19783 -0.21950 -0.77949 0.022 0.237 0.185 0.946
C -2.39312 -1.27156 -1.19703 -0.202 -0.063 0.012 -0.441
C -1.01152 -1.16836 -1.15671 0.048 0.333 -0.256 -0.838
C -0.39925 -0.00208 -0.69660 -0.329 0.235 -0.235 0.553
C -1.20221 1.07973 -0.30152 -0.113 -0.119 0.019 0.097
O -0.61218 2.26639 0.06056 -0.377 -0.275 -0.397 -0.524
C -0.74995 2.66902 1.41425 0.022 0.041 0.393 -0.792
C -2.59339 0.96255 -0.32250 -0.277 0.278 0.041 1.111
O -3.40291 1.98885 0.12712 0.373 -0.577 0.079 -0.503
C -3.52922 3.06884 -0.77836 -0.031 0.227 -0.237 -0.773
C 1.07140 0.08350 -0.58870 0.207 0.498 -0.218 0.583
C 1.66725 1.21169 -1.09653 -0.355 -0.563 0.156 -0.543
C 2.99986 1.63497 -1.02821 0.696 -0.126 0.097 -1.059
C 4.14129 0.95649 -0.68779 -0.207 0.523 -0.015 0.227
O 5.24692 1.72749 -0.65671 -0.454 -0.110 -0.281 -0.410
C 6.48455 1.21698 -0.19940 0.610 -0.205 0.106 -0.754
C 4.22599 -0.50230 -0.50436 0.110 -0.194 -0.239 0.193
O 5.25335 -1.12268 -0.77537 -0.119 0.161 0.047 -0.661
C 3.09915 -1.19561 0.07755 -0.189 -0.116 0.124 -0.954
C 1.75690 -0.98002 0.07040 0.350 0.073 -0.003 0.861
C 0.92605 -2.07191 0.73335 0.250 -0.220 0.269 -0.781
N -0.18171 -1.56661 1.52404 0.086 -0.434 -0.058 -0.069
C -0.03277 -0.65493 2.51014 -0.638 -0.181 0.171 0.572
C -1.33460 -0.33826 3.22095 0.211 0.141 0.095 -1.212
O 1.03530 -0.15816 2.79576 0.392 0.165 0.091 -0.630
C 0.40720 -3.05277 -0.32563 0.007 0.104 -0.076 -1.173
C -0.14868 -2.32919 -1.56028 -0.038 -0.134 0.146 -1.014
H -4.98257 -1.59635 -2.28171 -0.002 -0.006 0.048 0.353
H -4.99306 -2.24738 -0.61710 0.009 0.029 -0.031 0.350
H -6.28623 -1.14861 -1.15430 0.063 -0.063 -0.024 0.265
H -2.83447 -2.18328 -1.56873 -0.082 -0.090 -0.046 0.485
H -0.40310 3.70030 1.44933 -0.020 -0.027 0.072 0.321
H -1.78780 2.61842 1.74928 0.040 0.018 -0.051 0.298
H -0.11666 2.05204 2.05754 0.005 0.041 -0.019 0.205
H -2.55536 3.50661 -1.01646 -0.052 -0.023 0.031 0.250
H -4.15207 3.80746 -0.27746 0.010 0.028 -0.076 0.296
H -4.01700 2.74554 -1.70380 0.004 0.011 0.055 0.288
H 0.99813 1.92185 -1.56220 0.017 0.001 0.025 0.476
H 3.17463 2.66800 -1.30593 0.052 0.018 -0.031 0.391
H 6.38815 0.78154 0.79812 0.012 0.040 -0.052 0.321
H 6.88404 0.46099 -0.87673 -0.059 0.142 0.123 0.302
H 7.14885 2.07967 -0.16151 -0.069 -0.038 0.059 0.258
H 3.43426 -2.11749 0.54300 0.024 -0.004 0.081 0.392
H 1.58768 -2.61456 1.42316 -0.036 0.132 -0.209 1.037
H -1.10599 -1.89292 1.29415 0.004 0.124 0.058 0.384
H -2.07201 0.02984 2.51065 -0.114 0.021 -0.058 0.248
H -1.15783 0.41460 3.98330 0.019 0.022 -0.005 0.314
H -1.72238 -1.23821 3.69387 -0.070 -0.063 0.029 0.425
H 1.22514 -3.70437 -0.63528 -0.002 -0.037 0.067 0.448
H -0.36722 -3.67797 0.12545 0.005 -0.073 0.035 0.433
H -0.71874 -3.03571 -2.16517 0.028 0.040 -0.052 0.570
H 0.68697 -1.96345 -2.16007 -0.031 -0.048 -0.050 0.312
```
Forces are in eV/Å.

Computed properties:
Multiplicity: 1
HOMO level, eV: -7.7
Orbital gap, eV: 7.84
Calculated total energy, Ha: -1359.4585
SMILES: COc1cc2c(c(OC)c1OC)-c1ccc(OC)c(=O)cc1[C@@H](NC(C)=O)CC2
ΔE to the lowest compared entry with this formula, charge and spin, kcal/mol: 98.6